# 1
Formula: H4N5
Source: the OMol25 dataset
Level of theory: the ωB97M-V functional and the def2-TZVPD basis

* spin multiplicity: 3
* E_LUMO (alpha / beta): -3.44 / -9.28 eV
* strongest force on any atom: 0.1159 Eh/bohr
* HOMO-LUMO gap (alpha / beta): 0.361 / 0.268 Ha
* DFT total energy: -275.7227 hartree
* net charge: +1
* highest occupied orbital energy (alpha / beta): -13.26 / -16.58 eV

XYZ file:
```
9
Properties=species:S:1:pos:R:3:forces:R:3:mulliken_charge:R:1
N -0.764052 2.950322 -0.265463 0.0 0.0 0.0 -0.191
N -0.508792 1.895428 -0.362985 -0.2 0.6 -0.1 0.215
N -0.860448 -0.951737 0.249419 -4.6 -3.5 -1.4 -0.289
N 1.270292 -0.412107 0.007548 2.2 2.7 2.0 -0.274
N 0.101680 -0.232145 0.484913 2.1 2.1 1.8 0.472
H -1.755067 -0.750041 0.634874 -0.8 0.2 -0.1 0.270
H -0.651857 -1.828203 -0.229390 -0.4 -0.3 0.8 0.264
H 1.794878 0.436717 0.122346 1.2 -0.3 -0.5 0.294
H 1.373366 -1.108234 -0.641262 0.6 -1.5 -2.6 0.239
```
Positions in Å, forces in eV/Å.

***

# 2
Formula: H4NO2P2
Source: the OMol25 dataset
Level of theory: the ωB97M-V functional and the def2-TZVPD basis

* E_LUMO: 4.26 eV
* strongest force on any atom: 0.0502 Eh/bohr
* HOMO-LUMO gap: 0.298 Ha
* DFT total energy: -890.4046 hartree
* net charge: -1
* highest occupied orbital energy: -3.84 eV

XYZ file:
```
9
Properties=species:S:1:pos:R:3:forces:R:3:mulliken_charge:R:1
N -0.273871 0.830221 0.999875 0.5 -0.3 -0.4 -0.675
O -0.506603 -2.826827 0.105144 1.5 -0.3 -1.6 -0.776
O 0.818378 1.355695 -1.347455 -0.2 -0.5 0.9 -0.667
P 2.050935 -1.107199 -0.103962 1.0 0.2 -0.7 -0.319
P 0.767331 0.473977 -0.131614 -1.0 1.8 -0.4 0.511
H -0.153835 0.224615 1.807584 0.0 -0.1 0.0 0.239
H 0.255410 -3.086139 -0.530342 -1.8 0.7 1.7 0.365
H -0.376154 -1.853523 0.102170 -0.2 -0.7 0.1 0.280
H 2.435428 -0.426820 -1.337684 0.2 -0.8 0.6 0.043
```
Positions in Å, forces in eV/Å.

***

Question: Which formula does entry 2 have?
Answer: H4NO2P2

***

Question: The lowest net charge belongs to which entry?
Answer: H4NO2P2

***

Question: net charge of number 1 (H4N5)?
Answer: +1